No. 1
{"formula": "C36H56AsO5PRuS3SiTe", "method": "ωB97M-V with the def2-TZVPD basis set", "lumo_energy_ev": [0.3, -0.5], "total_energy_ha": -6205.957011, "spin_multiplicity": 5, "homo_ev": [-6.7, -7.4], "species": ["Ru", "C", "C", "O", "P", "S", "S", "O", "C", "C", "H", "H", "H", "H", "H", "H", "H", "H", "H", "H", "C", "C", "C", "C", "O", "Si", "S", "O", "C", "C", "C", "C", "O", "C", "C", "C", "C", "H", "H", "H", "H", "H", "H", "H", "H", "H", "H", "H", "H", "H", "H", "H", "H", "H", "H", "H", "H", "H", "H", "H", "H", "H", "H", "H", "C", "Te", "C", "H", "H", "H", "H", "H", "H", "C", "C", "C", "C", "C", "C", "As", "C", "C", "C", "C", "C", "C", "C", "C", "C", "C", "C", "C", "H", "H", "H", "H", "H", "H", "H", "H", "H", "H", "H", "H", "H"], "xyz": [[-0.882960, -0.783462, 0.162613], [-7.020091, -1.161402, 2.506835], [-6.103461, -0.797884, 1.362289], [-4.907055, -1.606694, 1.396943], [-3.528258, -1.017260, 1.908743], [-2.160086, -2.442935, 1.866943], [-2.994450, 0.626059, 0.886222], [-3.954917, -0.572033, 3.384926], [-3.021439, 0.077172, 4.264370], [-3.795369, 0.691325, 5.404679], [-7.925433, -0.553766, 2.455095], [-6.531258, -0.981455, 3.462491], [-7.306340, -2.211262, 2.449673], [-5.831153, 0.259793, 1.378624], [-6.566327, -1.012393, 0.399188], [-2.476863, 0.840635, 3.701088], [-2.313539, -0.667952, 4.619676], [-4.447897, 1.489869, 5.051114], [-3.097827, 1.107458, 6.133189], [-4.404100, -0.062601, 5.904603], [0.689551, 2.832784, -3.178239], [-0.452813, 2.052402, -2.543401], [-1.532221, 1.749683, -3.575096], [-1.062463, 2.819346, -1.377638], [0.032018, 0.814255, -1.973758], [0.873195, -0.435960, -2.655373], [0.523879, -2.053309, -1.359848], [0.309347, -0.646342, -4.179462], [0.963740, -1.173188, -5.350378], [1.862351, -0.094915, -5.945140], [1.752036, -2.427948, -4.995920], [-0.141155, -1.515775, -6.341705], [2.459758, -0.098080, -2.869893], [3.621962, -0.008419, -2.036272], [3.258348, 0.629831, -0.706002], [4.611371, 0.865158, -2.793876], [4.184057, -1.408225, -1.832336], [0.305066, 3.756990, -3.613815], [1.168793, 2.252080, -3.968056], [1.443797, 3.095175, -2.435999], [-2.067140, 2.666256, -3.833769], [-2.238679, 1.039352, -3.146449], [-1.111870, 1.315928, -4.480149], [-1.269571, 3.852006, -1.664294], [-0.382180, 2.825819, -0.525337], [-1.997437, 2.352832, -1.061959], [2.600186, 0.237694, -5.217465], [1.262447, 0.761427, -6.260145], [2.384301, -0.485413, -6.821290], [2.587163, -2.193460, -4.334929], [2.148574, -2.891141, -5.901107], [1.103197, -3.147810, -4.493988], [-0.750855, -0.634646, -6.548271], [-0.784128, -2.302990, -5.951766], [0.295105, -1.862320, -7.280490], [2.813492, 1.608653, -0.877209], [4.143561, 0.753023, -0.078895], [2.545328, 0.001224, -0.171233], [4.216320, 1.876059, -2.909762], [4.796674, 0.449011, -3.785136], [5.560798, 0.919821, -2.258416], [3.434596, -2.049401, -1.369813], [5.061296, -1.375423, -1.182989], [4.477457, -1.841248, -2.790697], [-4.667929, -0.342625, -2.478632], [-3.184901, -1.703360, -1.778805], [-2.656629, -2.384635, -3.716897], [-5.583039, -0.883228, -2.704885], [-4.305605, 0.168287, -3.367194], [-4.849509, 0.381212, -1.686130], [-2.582868, -1.522694, -4.374446], [-3.393347, -3.095704, -4.080543], [-1.678234, -2.852601, -3.634962], [4.901366, -2.277643, 2.225963], [3.780145, -2.929748, 1.737269], [2.553564, -2.277989, 1.706580], [2.449724, -0.975653, 2.177372], [3.571345, -0.325439, 2.681134], [4.796441, -0.974690, 2.697231], [0.685040, -0.147732, 2.224282], [0.394934, -0.421964, 4.119584], [0.138964, -1.625210, 4.755929], [0.012247, -1.643195, 6.137983], [0.139141, -0.464128, 6.865068], [0.411792, 0.735270, 6.225134], [0.551746, 0.762317, 4.840455], [0.896154, 1.947959, 4.027201], [1.057331, 3.243502, 4.506810], [1.391927, 4.264339, 3.629933], [1.560419, 4.007255, 2.274672], [1.390287, 2.718821, 1.786094], [1.070304, 1.695097, 2.662294], [5.858887, -2.782526, 2.240429], [3.857011, -3.943635, 1.365784], [1.686431, -2.784166, 1.301281], [3.492761, 0.688219, 3.056313], [5.670103, -0.464643, 3.083157], [0.016901, -2.535310, 4.181979], [-0.193367, -2.574660, 6.649188], [0.034878, -0.484117, 7.942298], [0.528135, 1.641120, 6.806969], [0.922438, 3.461132, 5.558766], [1.518439, 5.271482, 4.005744], [1.815593, 4.812452, 1.597962], [1.510551, 2.516823, 0.730096]], "forces_ev_per_angstrom": [[-0.273, -0.198, -0.330], [-0.022, 0.005, -0.008], [0.017, 0.010, -0.055], [-0.010, -0.055, -0.023], [-0.019, 0.077, 0.180], [0.010, 0.102, 0.009], [0.189, 0.036, 0.040], [-0.066, -0.082, -0.030], [0.005, 0.086, -0.010], [-0.007, 0.002, 0.018], [0.000, -0.007, 0.001], [0.007, 0.009, 0.002], [0.017, -0.005, 0.004], [0.009, -0.002, 0.026], [-0.008, 0.012, -0.005], [0.012, -0.010, 0.010], [0.049, -0.054, 0.027], [-0.008, -0.011, -0.009], [0.000, 0.013, -0.010], [0.010, -0.005, 0.003], [0.050, -0.041, 0.045], [-0.095, -0.053, 0.025], [-0.041, 0.034, -0.035], [0.000, 0.032, 0.002], [0.082, 0.019, -0.025], [-0.003, -0.019, -0.007], [0.038, 0.075, 0.095], [-0.030, 0.007, 0.020], [-0.043, 0.026, 0.014], [0.052, -0.013, -0.030], [0.030, -0.016, 0.014], [0.018, 0.001, 0.001], [-0.015, 0.096, 0.003], [-0.062, -0.015, 0.011], [0.014, -0.019, -0.004], [0.015, 0.007, -0.012], [0.038, -0.006, 0.009], [-0.001, -0.013, -0.009], [-0.003, -0.022, 0.000], [0.054, -0.014, 0.061], [0.010, 0.000, 0.006], [-0.046, -0.016, 0.020], [0.021, -0.013, 0.006], [-0.033, -0.012, -0.011], [0.033, 0.027, -0.015], [0.040, 0.001, -0.011], [-0.006, -0.019, 0.001], [-0.004, 0.010, 0.020], [-0.012, 0.009, -0.011], [-0.025, 0.004, -0.006], [0.002, 0.006, -0.004], [0.000, -0.005, 0.001], [-0.007, 0.000, 0.018], [-0.031, -0.022, 0.045], [-0.006, 0.017, 0.003], [-0.044, 0.097, -0.031], [-0.014, -0.029, 0.002], [0.007, 0.031, -0.046], [-0.010, -0.008, -0.014], [0.005, -0.007, 0.002], [-0.006, 0.011, 0.011], [-0.018, -0.029, 0.025], [0.004, 0.004, -0.001], [-0.008, 0.000, 0.005], [-0.023, 0.020, 0.045], [-0.074, -0.172, 0.037], [0.054, 0.035, -0.053], [-0.010, 0.013, -0.012], [0.010, 0.022, -0.014], [0.012, 0.006, 0.000], [0.034, 0.002, -0.058], [0.009, 0.010, -0.022], [0.010, -0.013, 0.005], [0.018, 0.013, -0.006], [-0.017, 0.003, -0.038], [0.005, -0.005, 0.004], [-0.010, 0.050, 0.103], [0.011, -0.021, -0.007], [-0.002, -0.002, 0.010], [0.302, 0.039, 0.016], [-0.062, -0.076, -0.067], [-0.047, 0.025, 0.002], [-0.015, 0.001, -0.001], [-0.002, -0.012, 0.010], [-0.010, 0.007, -0.021], [-0.007, 0.012, 0.056], [-0.032, 0.013, 0.017], [0.012, -0.007, -0.015], [0.001, 0.011, 0.002], [-0.003, 0.000, -0.005], [0.022, 0.017, 0.019], [-0.042, -0.021, 0.009], [-0.002, -0.001, 0.001], [0.003, 0.000, 0.003], [-0.022, 0.003, -0.023], [-0.003, 0.003, -0.004], [0.001, -0.001, -0.001], [0.009, 0.001, 0.004], [0.004, 0.001, 0.001], [-0.002, 0.001, 0.000], [-0.004, -0.001, 0.003], [0.000, 0.000, 0.001], [-0.002, 0.001, -0.005], [0.005, 0.001, 0.003], [0.007, -0.021, -0.032]]}

=====

No. 2
{"formula": "CH5NOS", "method": "ωB97M-V with the def2-TZVPD basis set", "lumo_energy_ev": [-0.6, -0.6], "total_energy_ha": -569.165835, "relative_energy_kj_mol": 321.1, "homo_ev": [-8.7, -10.1], "species": ["C", "N", "O", "S", "H", "H", "H", "H", "H"], "xyz": [[0.490818, -0.396438, -1.209893], [-0.158699, -0.282925, 2.059993], [-0.783935, 1.848237, -0.661265], [0.401009, 1.135872, -0.212398], [-0.472077, -0.578227, -1.672455], [0.775127, -1.209731, -0.558213], [1.252024, -0.267299, -1.974953], [-0.537050, 0.529370, 2.546528], [-0.967217, -0.778858, 1.682656]], "forces_ev_per_angstrom": [[0.200, 0.469, 0.245], [0.582, 0.103, -0.561], [-1.371, 0.928, -0.578], [1.049, -1.613, 0.843], [-0.186, 0.065, 0.048], [0.057, -0.225, 0.185], [0.042, 0.048, -0.096], [-0.161, 0.098, -0.028], [-0.212, 0.126, -0.058]]}

=====

No. 3
{"formula": "C4H10N2", "method": "ωB97M-V with the def2-TZVPD basis set", "lumo_energy_ev": 0.9, "smiles": "[H]/N=C/N.C=CC", "total_energy_ha": -267.868667, "relative_energy_kj_mol": 148.8, "homo_ev": -9.6, "species": ["H", "N", "C", "N", "H", "H", "H", "C", "C", "C", "H", "H", "H", "H", "H", "H"], "xyz": [[1.051790, -5.028428, -0.927766], [0.556710, -4.196129, -1.228435], [-0.690588, -4.268481, -1.072679], [-1.538903, -3.251754, -1.538238], [-1.207481, -5.139408, -0.676810], [-1.041990, -2.631795, -2.164852], [-1.864336, -2.731577, -0.723869], [1.041116, 4.220385, 1.369301], [0.471789, 3.029731, 1.457138], [0.129096, 2.139961, 0.290191], [1.419781, 4.747933, 2.238692], [1.174415, 4.815685, 0.469395], [0.331097, 2.600084, 2.443064], [0.972759, 1.491640, 0.045516], [-0.667063, 1.467944, 0.598088], [-0.138192, 2.734207, -0.578735]], "forces_ev_per_angstrom": [[-0.147, -0.159, 0.064], [0.367, 0.114, -0.229], [0.265, -0.070, -0.506], [-0.202, -0.011, 0.536], [-0.126, 0.007, 0.359], [0.211, 0.117, 0.196], [-0.368, 0.005, -0.419], [0.123, 0.779, 0.238], [0.504, -0.199, -0.303], [-0.073, 0.169, 0.630], [-0.307, -0.150, 0.208], [-0.019, -0.542, -0.283], [0.126, -0.056, 0.040], [0.093, 0.127, -0.047], [-0.335, 0.009, -0.330], [-0.110, -0.141, -0.154]]}

=====

Strongest force on any atom for every record listed, in sequence, given in eV Å⁻¹: 0.5, 2.1, 0.8.